Record 1
Computed, not measured: a molecular structure, C20H32N3Sr in a non-equilibrium geometry, with ωB97M-V with the def2-TZVPD basis set.

Each line ends with the Mulliken charge.
CARTESIAN COORDINATES (ANGSTROEM)
Sr 12.54302 12.55942 5.60734  2.268
C 13.42168 13.37250 8.06359  0.270
C 14.57752 12.87958 7.41191  0.582
C 14.94363 13.71627 6.35011  0.654
C 13.99101 14.76918 6.34714  0.000
C 13.10472 14.58412 7.43066  1.072
C 12.04592 15.55978 7.83330  -1.245
C 13.92604 15.77922 5.29275  -1.631
C 16.04080 13.49556 5.42754  -1.783
C 15.28576 11.60768 7.72740  -1.502
C 12.80010 12.78579 9.23294  -1.892
H 12.19093 16.56258 7.39551  0.410
H 12.03394 15.70423 8.94225  0.337
H 11.08486 15.08394 7.50362  0.023
H 14.14722 16.80602 5.68992  0.306
H 12.88381 15.87018 4.90604  0.258
H 14.64881 15.54791 4.46933  0.341
H 16.87953 14.17422 5.65858  0.246
H 15.79025 13.59191 4.33924  0.336
H 16.38487 12.47801 5.62412  0.453
H 14.97507 11.20765 8.74982  0.410
H 16.36700 11.85204 7.79003  0.411
H 15.11912 10.77267 7.00554  0.098
H 13.39811 12.97198 10.14552  0.283
H 12.70104 11.68758 9.17585  0.333
H 11.76025 13.17600 9.37141  0.397
C 7.42792 13.97547 6.90487  -1.526
C 7.61284 12.96801 5.74504  2.012
C 7.14994 11.54079 6.10134  -1.547
C 7.00804 13.50604 4.40215  -1.474
C 9.08829 12.91058 5.50538  -0.326
N 10.24839 12.91408 5.68019  -0.859
H 6.37330 14.12868 7.14666  0.405
H 7.83675 14.97550 6.72997  0.373
H 7.85335 13.59330 7.86918  0.333
H 6.04935 11.44906 6.19271  0.398
H 7.52840 11.24594 7.07366  0.369
H 7.49370 10.79169 5.40437  0.345
H 5.89289 13.57233 4.49900  0.368
H 7.23183 12.74901 3.65028  0.391
H 7.44262 14.48030 4.12301  0.380
C 14.72551 7.08290 4.59677  -1.176
C 13.62168 7.97298 5.03196  0.461
C 12.48109 7.63313 5.74602  -0.685
C 11.80306 8.85482 5.94446  0.432
N 12.45824 9.90818 5.38985  -0.234
N 13.53904 9.30632 4.73897  -0.027
C 10.43272 8.99450 6.51986  -0.988
H 14.28301 6.21382 4.09894  0.332
H 15.29272 6.75564 5.48184  0.282
H 15.42772 7.58517 3.88248  0.313
H 12.04377 6.64834 6.03105  0.317
H 14.21343 9.79118 4.14165  0.168
H 10.15918 8.01970 6.95979  0.345
H 9.69459 9.22588 5.70097  0.131
H 10.40528 9.76762 7.31213  0.255

## Properties
- M (g mol⁻¹) = 402.12
- LUMO (Eh) = -0.1097
- spin multiplicity = 1
- frontier orbital gap (eV) = 6.56
- total charge = +1

Record 2
Computed, not measured: C3H7NO in the gas phase in a non-equilibrium geometry, with ωB97M-V with the def2-TZVPD basis set.

Each line ends with the Mulliken charge.
CARTESIAN COORDINATES (ANGSTROEM)
C 0.53251 -0.51957 -1.28763  -0.991
C 0.09815 0.66517 -0.44173  -0.496
N 0.15049 0.40477 0.98511  -0.226
C -0.93993 -0.13914 1.61747  0.110
O -0.90888 -0.69011 2.69232  -0.540
H -0.20261 -1.31368 -1.27995  0.280
H 1.50838 -0.86309 -0.93535  0.308
H 0.73532 -0.20432 -2.31628  0.338
H 0.72811 1.53353 -0.62902  0.308
H -0.83882 1.12002 -0.77630  0.359
H 1.01449 -0.00379 1.31910  0.242
H -1.87721 0.01021 1.05227  0.307

## Properties
- M (g mol⁻¹) = 73.09
- LUMO (Eh) = 0.0360
- spin multiplicity = 1
- frontier orbital gap (eV) = 10.80
- total charge = 0
- SMILES = CCNC=O

Record 3
Computed, not measured: C25H37N3O6 in the gas phase, with ωB97M-V with the def2-TZVPD basis set.

Each line ends with the Mulliken charge.
CARTESIAN COORDINATES (ANGSTROEM)
C -2.78737 1.43353 3.31742  -1.644
C -1.56128 1.32949 2.41589  0.926
N -0.57613 0.41224 2.95826  0.006
C -0.53818 -0.90225 2.67444  0.815
O -1.24652 -1.44188 1.84205  -0.947
O 0.38690 -1.50930 3.42258  -0.561
C 0.67802 -2.92007 3.24995  1.904
C 1.13956 -3.19789 1.81956  -1.633
C 1.81522 -3.17954 4.23872  -1.846
C -0.54683 -3.76069 3.60725  -1.696
C -0.89410 2.70675 2.23777  0.265
O -1.32092 3.71093 2.76752  -0.698
N 0.21957 2.66268 1.48722  0.152
C 0.97978 3.85339 1.18227  -1.575
C 1.03229 4.17193 -0.31876  0.336
C 1.91087 3.16262 -1.06044  0.435
C 1.92063 3.44828 -2.56205  -1.948
C 0.50828 3.45798 -3.14943  1.017
C -0.25652 2.13464 -3.10840  -0.031
O -1.45727 2.08905 -3.27693  -0.681
N 0.48027 1.00626 -2.94057  -0.037
C -0.15664 -0.25015 -2.62433  -0.433
C 0.67605 -1.42547 -3.16647  -1.199
C 0.03285 -2.74640 -2.85187  0.202
C 0.54567 -3.56559 -1.85590  -0.070
C -0.06779 -4.76696 -1.54701  -0.539
C -1.20234 -5.16237 -2.23285  -0.471
C -1.71828 -4.35303 -3.23097  -0.777
C -1.10452 -3.15294 -3.53806  -0.268
C -0.32388 -0.38183 -1.10927  0.376
O 0.36895 0.22606 -0.31976  -0.808
O -1.28193 -1.20372 -0.77607  -0.528
C -0.33126 4.51053 -2.41408  -1.496
C -0.37231 4.19954 -0.92123  -0.510
H -3.25499 0.45848 3.42725  0.460
H -3.49906 2.12795 2.88146  0.355
H -2.49971 1.81163 4.29530  0.336
H -1.85485 0.94428 1.43321  -0.060
H -0.01268 0.73239 3.73080  0.286
H 1.55371 -4.20066 1.76036  0.547
H 0.30752 -3.12053 1.12515  0.233
H 1.90690 -2.48142 1.53273  0.421
H 2.68015 -2.57470 3.97996  0.419
H 2.09479 -4.22840 4.21677  0.407
H 1.49942 -2.91762 5.24494  0.437
H -1.36342 -3.54887 2.92247  0.309
H -0.29672 -4.81564 3.54057  0.463
H -0.87070 -3.53788 4.62159  0.403
H 0.46168 1.80286 1.01266  0.236
H 0.49105 4.66927 1.72075  0.600
H 2.00033 3.73760 1.56619  0.333
H 1.47868 5.16759 -0.42498  0.385
H 2.93311 3.21635 -0.67609  0.401
H 1.53355 2.15926 -0.86430  -0.407
H 2.56430 2.73833 -3.08870  0.451
H 2.35083 4.44056 -2.72508  0.583
H 0.56472 3.73332 -4.21019  0.301
H 1.44749 1.08178 -2.67234  0.420
H -1.15459 -0.24499 -3.07291  0.589
H 0.76977 -1.29714 -4.24708  0.482
H 1.67473 -1.38011 -2.72408  0.474
H 1.43202 -3.26143 -1.31660  0.334
H 0.34097 -5.39431 -0.76840  0.397
H -1.68321 -6.09851 -1.99092  0.399
H -2.60281 -4.65780 -3.77042  0.391
H -1.51015 -2.52372 -4.31689  0.420
H -1.36145 -1.30927 0.21529  0.535
H -1.34434 4.50139 -2.81667  0.512
H 0.09922 5.50056 -2.57839  0.503
H -0.85017 3.22846 -0.77797  0.033
H -0.97693 4.94511 -0.40189  0.570

## Properties
- M (g mol⁻¹) = 475.59
- LUMO (Eh) = 0.0214
- spin multiplicity = 1
- frontier orbital gap (eV) = 9.78
- total charge = 0
- SMILES = C[C@H](NC(=O)OC(C)(C)C)C(=O)NC[C@H]1CC[C@@H](C(=O)N[C@@H](Cc2ccccc2)C(=O)O)CC1

Record 4
Computed, not measured: C5H14N2 in the gas phase in a non-equilibrium geometry, with ωB97M-V with the def2-TZVPD basis set.

Each line ends with the Mulliken charge.
CARTESIAN COORDINATES (ANGSTROEM)
C 1.84131 0.56488 -0.61082  -1.308
C 0.54868 0.98501 0.07287  0.467
C 0.74538 1.38543 1.52383  -1.508
N -0.86392 -0.02377 -0.12837  -0.153
C -1.26560 -0.09176 -1.51964  -1.014
C -0.28251 -1.18364 0.36967  -0.455
N -1.63090 -2.10027 0.72817  -0.689
H 2.33231 -0.24687 -0.07480  0.302
H 2.53662 1.40695 -0.64439  0.429
H 1.66285 0.24901 -1.63848  0.344
H 0.12708 1.83716 -0.46541  0.261
H -0.21380 1.57613 2.00267  0.383
H 1.26347 0.61151 2.08942  0.328
H 1.34259 2.29812 1.58421  0.430
H -0.60381 -0.68794 -2.16277  0.341
H -1.30600 0.92161 -1.92404  0.341
H -2.26640 -0.51832 -1.57407  0.351
H 0.26191 -1.81169 -0.34493  0.365
H 0.18565 -1.11477 1.34648  0.337
H -2.21574 -1.65293 1.42782  0.228
H -2.19916 -2.40384 -0.05742  0.222

## Properties
- M (g mol⁻¹) = 102.18
- LUMO (Eh) = 0.0387
- spin multiplicity = 1
- frontier orbital gap (eV) = 9.27
- total charge = 0
- SMILES = CC(C)N(C)CN

Record 5
Computed, not measured: a molecular structure, C29H46F6N6O6PS6Si2Zr in a non-equilibrium geometry, with ωB97M-V with the def2-TZVPD basis set.

Each line ends with the Mulliken charge.
CARTESIAN COORDINATES (ANGSTROEM)
Zr 0.29810 0.08410 0.22010  -0.746
F -0.84000 -3.69760 2.61700  -0.190
C -1.87310 -2.87030 2.67780  0.662
F -2.51560 -2.87020 1.51310  -0.204
F -2.72020 -3.33930 3.60120  -0.257
S -1.42720 -1.08000 3.07150  1.101
O -0.37920 -0.70320 2.14990  -1.259
O -1.15410 -1.04940 4.46340  -0.696
N -2.76150 -0.37490 2.61690  -0.863
S -2.45270 0.54400 1.37560  1.594
O -1.91200 -0.15970 0.23880  -0.810
O -1.81500 1.76390 1.71640  -0.687
C -4.26020 0.86070 0.93990  0.412
F -4.84670 1.63030 1.85650  -0.226
F -4.89700 -0.31080 0.92990  -0.224
F -4.46710 1.42250 -0.24840  -0.163
C -2.60700 3.78430 -0.88770  -1.498
Si -1.24280 2.57220 -1.52330  0.920
C -2.16830 1.14110 -2.38140  -0.142
C -0.43920 3.46350 -3.05330  -1.233
N -0.09940 2.07320 -0.35140  1.147
C 0.55570 2.96610 0.48480  0.714
C 0.45410 4.34920 0.37430  -0.528
C 1.17900 5.21120 1.18280  -1.126
C 2.05090 4.69540 2.11930  -1.201
C 2.17210 3.32170 2.25510  -0.133
C 1.42820 2.43100 1.48250  -0.087
N 1.51920 1.05740 1.59420  1.384
Si 2.36660 0.27710 2.88280  0.754
C 2.06070 -1.61380 3.01110  -0.453
C 4.28940 0.41810 2.72340  -1.264
C 1.88130 0.91580 4.63630  -1.355
H -3.56210 3.60970 -1.37340  0.393
H -2.34070 4.82490 -1.05670  0.502
H -2.74160 3.65120 0.18270  0.317
H -2.92510 1.51710 -3.06190  0.690
H -2.65010 0.45950 -1.69510  -0.022
H -1.44970 0.57280 -2.94960  -0.745
H -1.21680 3.85560 -3.70190  0.491
H 0.15140 2.75750 -3.63210  0.021
H 0.20390 4.29470 -2.78000  0.356
H -0.20750 4.75480 -0.37250  0.234
H 1.06630 6.27870 1.06300  0.406
H 2.64400 5.34750 2.74550  0.381
H 2.87550 2.92160 2.96530  0.327
H 1.52240 -1.98180 2.14190  -0.388
H 1.45210 -1.83670 3.88460  0.484
H 2.98930 -2.17390 3.08830  0.478
H 4.61110 0.04540 1.75530  0.174
H 4.77300 -0.18120 3.48860  0.407
H 4.65050 1.43610 2.82430  0.364
H 0.81410 0.77590 4.79370  0.265
H 2.10240 1.96850 4.77450  0.408
H 2.40830 0.36510 5.41090  0.395
O 3.96410 -6.11390 0.45820  -0.628
C 3.35640 -5.08210 0.34150  0.564
S 1.59770 -4.97490 0.23470  -0.261
C 1.47870 -3.22380 -0.00850  0.431
C 2.64870 -2.54170 -0.01140  0.023
S 2.79850 -0.82270 -0.23170  -0.431
S 4.12060 -3.49150 0.23860  -0.237
S -0.09500 -2.54210 -0.24680  -0.887
O 0.53520 -0.16620 -1.95940  0.494
P 1.54730 -0.09070 -3.06230  -2.194
N 0.69540 0.18960 -4.50160  0.735
C 1.49090 0.39400 -5.70830  -0.436
C 0.63160 -0.10640 -6.87030  -0.716
C -0.18720 -1.20900 -6.21020  -0.583
C -0.49690 -0.57760 -4.85560  -0.567
N 2.40420 -1.49460 -3.44300  0.943
C 3.79770 -1.84050 -3.17860  -0.066
C 3.90050 -3.24470 -3.76070  -0.958
C 2.59390 -3.87470 -3.29100  -0.353
C 1.59190 -2.71990 -3.36430  0.315
N 2.50340 1.26770 -2.97220  1.157
C 3.76170 1.48750 -3.65920  -1.186
C 4.79600 1.53450 -2.53950  -0.389
C 4.05670 2.29650 -1.43900  -0.825
C 2.56690 2.05060 -1.73730  -0.144
H 2.41820 -0.18880 -5.66300  0.231
H 1.74810 1.45050 -5.80230  0.085
H 1.23330 -0.46460 -7.70490  0.406
H -0.02920 0.68610 -7.22110  0.359
H 0.42930 -2.09980 -6.08820  0.205
H -1.09010 -1.47060 -6.75970  0.466
H -0.74950 -1.29930 -4.07880  0.185
H -1.33710 0.11530 -4.97850  0.410
H 4.02000 -1.84810 -2.10640  -0.315
H 4.46090 -1.13870 -3.68350  0.383
H 4.77670 -3.78360 -3.40580  0.419
H 3.92550 -3.18740 -4.85150  0.321
H 2.69890 -4.22160 -2.26610  -0.236
H 2.28340 -4.71430 -3.91030  0.449
H 0.91780 -2.70170 -2.50040  -0.477
H 0.98700 -2.80040 -4.27160  0.226
H 3.71300 2.46110 -4.16460  0.451
H 3.95460 0.72410 -4.40750  0.468
H 5.72290 2.01300 -2.84920  0.591
H 4.99790 0.52330 -2.19650  -0.091
H 4.27610 3.36170 -1.48520  0.479
H 4.32010 1.93180 -0.45010  -0.035
H 2.03380 2.99560 -1.88240  0.376
H 2.06820 1.51010 -0.92400  0.564

## Properties
- M (g mol⁻¹) = 1059.48
- LUMO (Eh) = 0.0845
- spin multiplicity = 1
- frontier orbital gap (eV) = 6.57
- total charge = -1

Record 6
Computed, not measured: C7H12N2 in the gas phase in a non-equilibrium geometry, with ωB97M-V with the def2-TZVPD basis set.

Each line ends with the Mulliken charge.
CARTESIAN COORDINATES (ANGSTROEM)
C -1.50979 0.27976 0.99065  -1.263
C -0.50317 0.60139 -0.21266  0.783
C -1.27831 1.11028 -1.44592  -0.776
C -0.63553 -0.26164 -1.64217  -0.289
N -0.54267 -1.55052 -1.06832  -0.406
C 0.69102 -1.42080 -0.23463  -0.421
C 0.90833 0.17088 0.29036  0.534
C 1.48830 0.64638 1.66499  -0.737
N 2.06910 1.09529 0.28194  -0.675
H -2.44329 -0.37436 0.64051  0.330
H -0.91287 -0.38732 1.78504  0.277
H -1.82058 1.19736 1.52531  0.330
H -2.29825 1.22346 -1.21846  0.303
H -0.97152 1.94376 -2.06292  0.237
H 0.23036 -0.10593 -2.41603  0.138
H -0.41306 -1.91516 -1.98925  0.328
H 0.35632 -2.16147 0.63772  0.269
H 1.79929 -1.93471 -0.41789  0.226
H 1.77959 -0.26002 2.47473  0.245
H 1.03715 1.54682 2.29935  0.251
H 2.96960 0.55656 0.11763  0.317

## Properties
- M (g mol⁻¹) = 124.19
- LUMO (Eh) = 0.0373
- spin multiplicity = 1
- frontier orbital gap (eV) = 8.85
- total charge = 0
- SMILES = C[C@]12C[C@@H]1NC[C@]21CN1

Calculated total energy, -26560.496; -6762.110; -43285.118; -8390.265; -159697.532; -10425.383 eV (same order as the records).
Calculated energy relative to the best compared isomer or geometry (same formula, charge and spin), 0.00; 61.80; 0.00; 227.17; 163.66; 780.92 kJ/mol (same order as the records).